A molecular structure, C27H34IN7O5S3Ta in a non-equilibrium geometry. Source: the OMol25 dataset; level of theory: ωB97M-V/def2-TZVPD.

Geometry (Å):
Ta -17.977640 8.678629 6.261067
C -13.858749 9.520377 5.435524
C -15.103283 9.644552 6.293159
O -16.236204 9.414323 5.544142
C -15.012863 9.838612 7.635389
C -16.181334 10.099233 8.519218
C -16.028417 10.755640 9.882161
N -17.366533 9.910606 8.020340
N -18.463474 10.553074 8.710244
C -19.513594 10.529453 7.949850
O -19.360697 10.014927 6.712683
C -20.901627 10.852628 8.342222
C -21.902814 9.981960 8.035608
C -23.203639 10.164185 8.402573
C -23.529436 11.321423 9.091250
C -22.525444 12.341873 9.304143
C -21.201750 12.073754 8.975589
H -13.604450 10.455823 4.969327
H -14.027005 8.753524 4.704341
H -13.053559 9.145769 5.976975
H -14.052308 10.043186 8.070189
H -15.056972 11.099831 10.003465
H -16.297790 9.960296 10.609438
H -16.755117 11.583242 9.944700
H -21.632860 9.097773 7.560384
H -24.030712 9.440362 8.193955
H -24.554202 11.535830 9.277495
H -22.809051 13.334785 9.736653
H -20.477936 12.909792 9.070987
O -16.665481 7.276971 7.061385
S -15.539224 6.556267 6.263570
C -14.513398 6.077846 7.695048
C -14.774645 4.659134 8.114676
C -15.155435 3.900379 6.830323
C -16.191920 4.722467 6.074049
H -14.775872 6.830877 8.456583
H -13.476311 6.197494 7.365777
H -15.487389 4.701963 8.946301
H -13.869894 4.183454 8.402142
H -15.555413 2.930325 7.074197
H -14.332946 3.722103 6.133174
H -17.206126 4.699005 6.468351
H -16.189436 4.506893 5.000072
S -15.255831 7.908667 1.987275
C -14.358716 8.757633 0.821902
N -13.045662 9.000005 0.862265
C -12.576018 9.742012 -0.291418
C -13.883172 10.286457 -0.872698
N -14.805200 9.328137 -0.281141
H -12.523138 8.781311 1.716701
H -11.997172 9.094720 -1.006275
H -11.918739 10.571185 -0.022238
H -13.862101 10.340456 -1.948818
H -14.112169 11.252429 -0.432247
H -15.816312 9.324959 -0.453086
I -21.813936 4.067213 -0.337944
C -20.871224 5.001779 1.316810
C -19.486232 5.016240 1.392849
C -18.937559 5.726750 2.442497
C -19.710489 6.468056 3.345838
C -21.091413 6.349810 3.220492
C -21.692857 5.669348 2.232667
C -18.959916 7.237299 4.369847
O -19.651744 7.931696 5.160128
O -17.716340 7.178995 4.634217
H -18.757589 4.485926 0.736261
H -17.867027 5.721846 2.378452
H -21.688672 7.052672 3.869838
H -22.774521 5.738699 2.086785
N -17.772233 9.825771 3.081105
N -18.406152 9.972046 4.381509
H -18.118965 8.931755 2.780636
H -16.787520 9.730874 3.160991
H -19.460801 9.819004 4.257616
H -18.409045 10.978879 4.653290
S -19.285637 7.535182 8.200475
C -19.228312 5.909216 7.810981
N -19.075571 4.782640 7.574384

Atoms 1-3, force components in eV/Å:
Ta 0.546 0.801 -0.129
C -1.577 0.224 -0.070
C -0.414 -1.053 -1.508

Calculated values
orbital gap: 7.6 eV
lowest unoccupied orbital energy: -3.2 eV
net charge: +1
energy above the lowest of the compared OMol25 structures with the same formula, charge and spin: 1.517 eV